[1]
One molecule with the formula C9H14FP. Source: the OMol25 dataset; level of theory: wB97M-V/def2-TZVPD.

CARTESIAN COORDINATES (ANGSTROEM)
1 C -0.7596 -2.4599 1.0647
2 C -1.7459 -1.3967 0.9391
3 C -1.4670 -0.4474 -0.1897
4 F -1.4660 -1.1794 -1.3777
5 P -2.8166 0.7334 -0.4635
6 C 0.0320 0.2107 -0.1946
7 C 0.4697 0.6753 0.9823
8 C 1.9014 1.1100 1.0545
9 C 2.5489 1.4927 -0.0603
10 C 1.8650 1.3641 -1.4325
11 C 0.8429 0.3183 -1.5336
12 H -0.6346 -2.8108 0.0726
13 H -0.9511 -3.2222 1.8185
14 H 0.0783 -1.8322 1.3142
15 H -1.9844 -0.8178 1.8445
16 H -2.7763 -1.8231 0.7621
17 H -2.4389 1.4857 -1.5603
18 H -2.5597 1.4193 0.6711
19 H 0.1201 0.7350 1.9821
20 H 2.3534 1.3051 1.9726
21 H 3.6299 1.7923 -0.0583
22 H 1.5760 2.3723 -1.7073
23 H 2.6480 1.1606 -2.1571
24 H 1.3607 -0.6608 -1.4231
25 H 0.1737 0.4756 -2.3204

Atomic forces in eV per Å
C 1.0545 0.5464 0.7649
C -4.1987 0.7529 0.5447
C 3.1227 1.0870 -1.3038
F -0.1611 -0.9182 -0.8245
P -2.2525 -1.4949 -0.1449
C -3.0833 0.1816 0.9802
C 3.1227 0.2506 -0.9980
C -0.6224 1.0144 -2.7113
C 0.4145 -0.9265 -0.2372
C 2.3383 1.4607 0.6059
C -0.3748 -1.7310 4.2851
H 0.4453 -1.0841 -0.7121
H -0.0536 0.0752 -0.2244
H 1.2994 -0.7959 0.3410
H 0.7014 -0.0108 0.0643
H 0.7936 0.3311 -0.3165
H 0.9106 0.6672 -0.0117
H 0.4421 1.4916 0.7934
H -1.6254 -0.6332 0.3684
H 0.6030 -0.0914 1.5879
H -1.2378 -0.0788 0.1497
H -0.7397 0.2726 -0.0797
H 0.2169 -0.1572 -0.2039
H -0.3153 0.2255 -1.3036
H -0.8005 -0.4350 -1.4137

Properties
Energy above the lowest of the compared OMol25 structures with the same formula, charge and spin: 0.000 eV
F_max: 0.09017 hartree/bohr
Charge: 0
SMILES string: CC[C@@](F)(P)C1=CC=CCC1
LUMO level: 0.918 eV
Highest occupied orbital energy: -8.09 eV

Löwdin population analysis, charges in e, atoms 1 to 6: -0.0867, -0.3054, -0.7109, -0.0859, 0.9209, -0.1499

---

[2]
C13H10ClN3O2Sn as an isolated structure. Source: the OMol25 dataset; level of theory: wB97M-V/def2-TZVPD.

CARTESIAN COORDINATES (ANGSTROEM)
1 Sn -1.1961 1.1525 1.6220
2 O -0.2513 -2.6848 -1.7442
3 C -0.2705 -3.3366 -0.5757
4 C -0.0952 -4.7249 -0.6406
5 C -0.1829 -5.4684 0.5902
6 C -0.6436 -4.7803 1.7283
7 C -0.8158 -3.3860 1.7159
8 C -0.5527 -2.7155 0.6310
9 C -0.4496 -1.2719 0.5521
10 O -1.4562 -0.7678 1.3247
11 N 0.5884 -0.6482 0.0441
12 N 0.4015 0.7003 0.0913
13 C 0.9449 1.4931 -0.7603
14 C 0.5003 2.8888 -0.7282
15 C 1.3408 3.6991 -1.5349
16 C 1.1588 5.0735 -1.3595
17 C 0.1142 5.5226 -0.5936
18 C -0.7134 4.5795 0.1046
19 N -0.4891 3.2645 0.0680
20 H -0.7848 -3.1817 -2.3414
21 H 0.3956 -5.1306 -1.5486
22 H -0.0087 -6.5593 0.5454
23 H -0.7268 -5.2949 2.6736
24 H -1.0121 -2.8320 2.6085
25 H 1.7203 1.1138 -1.4114
26 H 2.1615 3.3478 -2.1364
27 H 1.8063 5.7564 -1.8805
28 H -0.1681 6.6052 -0.5888
29 H -1.5746 4.9735 0.7032
30 Cl 0.2591 2.6123 2.8415

Atomic forces in eV per Å
Sn 0.9652 3.5938 -0.3515
O 0.0986 1.1255 2.3933
C 0.0185 -1.5654 -2.6844
C 1.2656 -2.5088 2.2807
C -0.4958 0.6006 -3.0159
C 0.4982 -0.9149 0.1374
C -0.2505 -1.0045 2.2026
C 1.5772 2.6628 -2.7029
C 0.4041 1.3785 1.9865
O 1.0358 -0.4733 -1.0661
N -1.7261 -1.6844 -0.1761
N -1.1564 0.3709 0.6834
C -1.0263 -0.3015 1.2667
C 2.8620 -0.8338 -2.0743
C -1.2583 0.9433 1.9223
C 0.1358 -0.3272 -0.6872
C -1.5487 0.1626 0.6470
C -0.2114 1.1638 0.0169
N -0.4970 0.7651 -0.3448
H -0.2852 -0.9314 -1.6132
H -0.8421 -0.0285 0.5805
H -0.0090 0.8380 0.3837
H -0.1463 -0.1834 0.0378
H -0.3407 -0.0472 0.5161
H -0.0068 0.0971 -0.3036
H -0.0763 -0.4453 -0.0494
H 0.0490 0.2725 -0.0831
H 0.4148 -1.1589 0.2909
H 0.9045 -0.6418 -0.5625
Cl -0.3525 -0.9239 0.3692

Properties
Energy above the lowest of the compared OMol25 structures with the same formula, charge and spin: 0.858 eV
F_max: 0.07991 hartree/bohr
Charge: +2
LUMO level (alpha / beta): -9.282 / -10.678 eV
Highest occupied orbital energy (alpha / beta): -15.60 / -15.46 eV

Löwdin population analysis, charges in e, atoms 1 to 6: 1.2131, 0.1946, -0.1849, 0.1022, 0.0578, 0.0840

---

[3]
A 2-piece molecular cluster, C2H3O3S2 overall. Source: the OMol25 dataset; level of theory: wB97M-V/def2-TZVPD.

CARTESIAN COORDINATES (ANGSTROEM)
1 C 2.9900 -0.7102 0.2254
2 C 0.6787 0.5533 -0.8036
3 O 2.7996 -0.2876 1.2753
4 O 3.3678 -1.1994 -0.7322
5 O 1.0267 1.5911 0.0921
6 S -2.2704 -0.8138 0.3351
7 S 0.1109 -0.8748 -0.1868
8 H 0.6695 0.7279 -1.8007
9 H 0.3153 1.3610 0.7523
10 H -2.2570 -0.6131 1.7948

Atomic forces in eV per Å
C -0.0244 -0.0347 1.5693
C 0.8507 1.9573 1.9710
O -0.1719 0.7794 1.3056
O 0.6611 -0.8788 -2.6091
O -1.9053 -0.8499 -0.3152
S -1.4174 0.5346 2.6943
S 0.2998 -2.9952 0.6106
H 0.4707 1.0399 -2.8334
H 1.2158 0.7284 -0.0094
H 0.0209 -0.2809 -2.3838

Properties
Energy above the lowest of the compared OMol25 structures with the same formula, charge and spin: 0.000 eV
F_max: 0.06011 hartree/bohr
<S²>: 2.007
Charge: -1
LUMO level (alpha / beta): 3.538 / 3.013 eV
Highest occupied orbital energy (alpha / beta): -0.76 / -4.13 eV
2S+1: 3

Löwdin population analysis, charges in e, atoms 1 to 6: -0.5752, -0.7453, 0.1577, 0.1740, -0.1487, -0.0454

---

[4]
A 2-piece molecular cluster, C46H50FN4O overall. Source: the OMol25 dataset; level of theory: wB97M-V/def2-TZVPD.

CARTESIAN COORDINATES (ANGSTROEM)
1 C 4.0850 -4.2692 -0.1774
2 N 3.4009 -3.7128 0.9813
3 C 4.1397 -3.4549 2.1104
4 O 5.2546 -3.9208 2.3274
5 C 3.3325 -2.4969 2.9833
6 C 4.0936 -1.1517 3.1369
7 C 4.6861 -0.6514 1.8278
8 C 6.0002 -0.9785 1.4591
9 C 6.5061 -0.6170 0.2084
10 C 5.7138 0.1135 -0.6780
11 C 4.4393 0.5241 -0.2804
12 C 3.9271 0.1514 0.9683
13 N 2.0480 -2.4210 2.2675
14 C 1.0497 -1.6126 2.7025
15 C -0.0463 -1.1707 1.9459
16 C -1.3429 -0.8266 2.4211
17 C -2.5459 -1.1477 1.7012
18 C -3.8239 -0.7186 2.1637
19 C -4.9430 -0.8175 1.3487
20 C -4.8538 -1.5477 0.1484
21 C -3.6623 -2.1858 -0.2131
22 C -2.5136 -1.9051 0.5017
23 C 1.9979 -3.3258 1.0859
24 C 1.1006 -4.6164 1.1830
25 C 1.4950 -5.4571 2.3972
26 C 1.3438 -5.4320 -0.0792
27 C -0.3604 -4.2458 1.2711
28 H 4.7463 -3.5089 -0.6281
29 H 4.7007 -5.1355 0.1181
30 H 3.3690 -4.5797 -0.9372
31 H 3.1629 -2.9835 3.9635
32 H 3.4497 -0.3831 3.5933
33 H 4.9160 -1.3745 3.8301
34 H 6.6168 -1.5638 2.1475
35 H 7.5087 -0.9340 -0.0782
36 H 6.0966 0.3801 -1.6604
37 H 3.8240 1.1288 -0.9451
38 H 2.9258 0.4612 1.2896
39 H 1.1326 -1.3346 3.7590
40 H 0.1213 -1.0220 0.8671
41 H -1.4949 -0.3845 3.4077
42 H -3.8838 -0.2940 3.1679
43 H -5.8979 -0.3508 1.6718
44 H -5.7195 -1.6800 -0.5032
45 H -3.6509 -2.8984 -1.0409
46 H -1.5630 -2.3054 0.1480
47 H 1.7227 -2.7254 0.1989
48 H 1.3738 -4.9126 3.3395
49 H 0.8419 -6.3411 2.4291
50 H 2.5298 -5.8125 2.3208
51 H 1.2714 -4.8141 -0.9887
52 H 2.3316 -5.9096 -0.0329
53 H 0.6129 -6.2503 -0.1664
54 H -0.6665 -3.6591 0.4021
55 H -0.9810 -5.1549 1.2679
56 H -0.5910 -3.6750 2.1771
57 F -2.2749 0.4397 -2.3821
58 C -1.9628 1.8264 -2.2664
59 C -1.1747 2.2591 -3.5138
60 C -0.8614 1.3430 -4.5190
61 C 0.1100 1.6656 -5.4626
62 C 0.7303 2.9100 -5.4359
63 C 0.3292 3.8645 -4.5038
64 C -0.6198 3.5421 -3.5342
65 C -3.2691 2.5885 -2.0373
66 C -3.6110 3.6502 -2.8702
67 C -4.7312 4.4416 -2.6015
68 C -5.5705 4.1189 -1.5377
69 C -5.3155 2.9550 -0.7960
70 C -4.1740 2.1917 -1.0459
71 C -1.0004 1.9233 -1.0384
72 C 0.4576 1.5535 -1.3393
73 C 1.3260 2.7704 -1.0037
74 C 0.4308 3.7647 -0.2619
75 N -0.9614 3.2960 -0.4653
76 C -1.8384 3.5145 0.6214
77 C -1.8875 2.5578 1.6533
78 C -2.9922 2.5651 2.5051
79 N -3.9289 3.5025 2.3865
80 C -3.7064 4.5973 1.6452
81 C -2.6651 4.6427 0.7049
82 H -1.3640 0.3762 -4.5427
83 H 0.3795 0.9223 -6.2053
84 H 1.5270 3.1444 -6.1352
85 H 0.7565 4.8615 -4.5017
86 H -0.9581 4.2800 -2.8017
87 H -2.9827 3.8914 -3.7284
88 H -4.9153 5.3203 -3.2230
89 H -6.4265 4.7594 -1.3044
90 H -5.9855 2.6717 0.0206
91 H -3.9741 1.2922 -0.4630
92 H -1.4121 1.2278 -0.2829
93 H 0.7054 0.6842 -0.7152
94 H 0.6060 1.2391 -2.3757
95 H 2.1855 2.4741 -0.3879
96 H 1.7184 3.2623 -1.9099
97 H 0.6619 3.8011 0.8138
98 H 0.5409 4.7894 -0.6518
99 H -1.1590 1.7504 1.7028
100 H -3.1254 1.7950 3.2731
101 H -4.3769 5.4619 1.7328
102 H -2.5677 5.4222 -0.0462

Atomic forces in eV per Å
C 0.3432 0.0750 -0.5397
N 0.4537 0.4548 0.7954
C 0.6924 -1.0399 -0.5476
O -1.4675 1.0621 -0.0089
C 0.1251 -0.5629 0.6922
C 0.2639 -0.1938 -0.1636
C 0.0644 0.3177 -0.0705
C -0.1377 -0.2206 0.0022
C -0.2508 -0.0628 0.1209
C -0.1067 0.0384 0.3044
C -0.1774 -0.0919 0.1367
C 0.1848 -0.2939 -0.1606
N -1.7577 1.1053 0.4790
C 1.0609 -0.5760 -0.0220
C -0.9152 0.8990 -0.7039
C 1.0482 -1.0220 -0.0630
C -0.3723 0.3498 -0.6867
C 0.4698 0.2276 -0.0033
C -0.2943 -0.0217 0.1666
C -0.0501 -0.1396 0.2113
C -0.1759 0.2265 0.1477
C 0.4185 0.0152 -0.0466
C 0.7599 0.0644 -1.0502
C 0.2696 0.5148 0.5791
C 0.0409 -0.2221 -0.0095
C 0.0595 -0.4981 -0.3000
C -0.4988 -0.1255 -0.0182
H -0.1514 -0.2350 0.2942
H -0.3186 0.3767 -0.0517
H 0.3071 0.1953 0.1825
H 0.1362 0.3656 -0.2684
H 0.1294 -0.3180 -0.0765
H -0.2563 0.1319 -0.0493
H -0.2201 0.1724 -0.2727
H -0.2369 0.1554 0.0960
H -0.0934 -0.0128 0.1925
H 0.2012 -0.1319 0.0866
H 0.2862 0.0044 -0.2433
H 0.0492 -0.0071 -0.1896
H -0.3311 -1.1199 0.2824
H 0.2090 -0.4751 0.1647
H -0.1256 0.1008 -0.4005
H 0.7869 -0.5189 -0.3110
H 0.1269 0.1257 0.3513
H 0.1006 0.5001 0.1068
H -0.5731 0.4071 0.1415
H -0.1085 -0.2729 0.2292
H -0.0292 -0.0460 -0.0653
H 0.1997 0.2265 0.0896
H -0.1925 0.0877 0.0730
H -0.0153 -0.2463 0.2170
H -0.4601 0.0855 -0.1384
H 0.0769 0.3492 0.1271
H 0.2308 -0.2871 0.1357
H 0.1991 0.2464 0.0753
H -0.0482 -0.1790 -0.1594
F 0.1981 0.5084 0.0976
C 0.0517 0.2559 -0.3936
C -0.3889 -0.2548 0.3539
C -0.0513 0.1574 0.2036
C -0.1325 -0.0096 0.0443
C 0.0431 0.0736 0.0495
C -0.2334 -0.1205 0.2465
C 0.0591 -0.0028 -0.3178
C -0.1294 -0.3879 -0.5573
C -0.0378 0.3820 0.0993
C 0.1110 -0.0952 0.0924
C 0.0581 -0.2079 -0.0218
C 0.0579 0.1084 0.0277
C -0.0028 0.2522 0.0075
C -0.2521 0.3365 0.5135
C 0.0274 -0.5106 0.0536
C 0.4081 0.3220 -0.1904
C -0.3409 0.0809 0.1759
N 0.5168 -0.2400 -0.5090
C -0.1385 -0.0650 0.6820
C -0.7250 0.0885 0.0116
C 0.4618 0.5310 -0.9001
N -0.3100 0.9887 1.2007
C 0.6854 -0.5367 -0.5569
C 0.0172 -0.8800 0.1030
H 0.2589 0.2231 0.0807
H 0.0313 0.1483 -0.0092
H -0.1765 -0.0284 -0.0106
H 0.0482 -0.0986 -0.0940
H 0.3522 -0.2799 -0.2035
H -0.2799 -0.0116 0.3487
H -0.0787 -0.3066 0.1875
H 0.2820 -0.3305 -0.0612
H 0.2056 0.0774 -0.3082
H -0.0235 0.2333 -0.0330
H 0.0228 0.1442 -0.4414
H 0.2112 0.1966 -0.0333
H -0.0654 0.0101 0.2215
H -0.1957 0.2160 -0.1465
H -0.1461 -0.4332 0.2779
H -0.0412 -0.0468 -0.1589
H 0.0042 -0.3095 0.1214
H -0.0557 0.2001 -0.0488
H -0.1165 0.3249 -0.3091
H -0.0217 -0.6525 0.0162
H -0.0978 -0.0114 0.2273

Properties
F_max: 0.04144 hartree/bohr
Charge: +1
LUMO level: -5.003 eV
Highest occupied orbital energy: -10.75 eV

Löwdin population analysis, charges in e, atoms 1 to 6: -0.0105, -0.0270, -0.4106, 0.0946, -0.1483, -0.0646

---

[5]
One molecule with the formula C9H11NO2. Source: the OMol25 dataset; level of theory: wB97M-V/def2-TZVPD.

CARTESIAN COORDINATES (ANGSTROEM)
1 C 1.1295 0.4871 -3.1071
2 C 0.1569 1.0671 -2.0902
3 N -0.5569 -0.2696 -1.4785
4 O -1.2375 -0.8300 -2.6244
5 C -0.9127 -1.0315 -0.3012
6 O -1.4694 -2.1109 -0.4052
7 C -0.4275 -0.4773 0.9667
8 C -0.4801 0.8388 1.2622
9 C -0.0369 1.2088 2.5525
10 C 0.5044 0.2632 3.3842
11 C 0.5241 -1.0894 3.0448
12 C 0.0027 -1.4480 1.8535
13 H 1.6234 -0.2815 -2.7153
14 H 1.8130 1.2440 -3.2566
15 H 0.6580 0.1433 -4.1228
16 H 0.5153 1.5854 -1.3065
17 H -0.5790 1.8471 -2.5970
18 H -1.8740 -1.4242 -2.1291
19 H -0.8974 1.4584 0.6064
20 H -0.1676 2.3135 2.7272
21 H 0.7802 0.7122 4.4054
22 H 0.9767 -1.7399 3.8731
23 H -0.0452 -2.4665 1.4579

Atomic forces in eV per Å
C -3.7020 1.7183 -2.4214
C -3.8152 -2.8985 -2.3089
N -1.3243 0.3943 -0.8550
O -0.3226 -0.3340 1.6040
C 1.3655 1.9335 -2.2051
O -0.3023 0.4956 -0.3670
C -0.3673 -1.2840 -0.6525
C 1.7639 -1.7735 3.6913
C -0.7500 1.7724 -2.0194
C -0.1067 1.9828 2.1944
C 1.3249 0.0108 3.1275
C 0.3302 -1.3728 -0.9032
H 1.9401 -3.3156 1.6566
H 1.7022 1.7030 -0.9329
H 0.6820 0.8687 2.1216
H 1.9529 1.3363 2.7294
H 0.8109 -2.1827 1.0248
H 0.6824 0.2631 -0.9717
H -1.5215 2.8137 -2.4349
H 0.4940 -1.3930 0.6150
H -0.0332 -1.3906 -1.4927
H -0.8919 0.4411 -1.7786
H 0.0881 0.2111 0.5787

Properties
Energy above the lowest of the compared OMol25 structures with the same formula, charge and spin: 4.217 eV
F_max: 0.10343 hartree/bohr
Charge: 0
SMILES string: CCN(O)C(=O)c1ccccc1
LUMO level: 0.678 eV
Highest occupied orbital energy: -8.73 eV

Löwdin population analysis, charges in e, atoms 1 to 6: -0.0860, -0.0961, -0.0377, -0.0587, -0.3834, 0.0700

---

charge of number 2 (C13H10ClN3O2Sn)? +2